1.
ORCA calculation (ωB97M-V with the def2-TZVPD basis set) on a cluster of 3 separate species, C33H66BClF3N4O7 in total.

The total charge is +1. The value obtained for the total energy is -2827.03337 Eh. Its HOMO-LUMO gap is 0.218 Eh.

Positions of all 115 atoms, in Å:
Cl: 0.042 7.794 -3.567
F: -2.763 0.630 -0.373
F: -1.708 1.077 -2.241
F: -0.925 -0.393 -0.850
O: 5.953 -9.564 -1.392
O: -1.750 6.079 -2.869
O: 1.422 -9.647 -0.737
O: 0.276 -4.393 -2.239
O: 1.584 9.772 3.178
O: -3.382 6.586 2.156
O: -2.580 -7.356 -0.406
N: 3.514 -9.980 -3.067
N: -0.755 3.548 2.077
N: -1.011 6.418 0.071
N: -1.637 -4.608 0.220
C: 0.353 5.580 -1.893
C: -2.953 -4.968 -0.287
C: -0.179 -5.723 -2.425
C: -0.863 4.213 0.792
C: -1.550 0.799 -0.937
C: 4.364 -8.797 -3.055
C: 2.601 -9.575 0.044
C: 0.574 4.802 0.473
C: 5.802 -9.152 -2.745
C: -0.738 -3.471 -1.887
C: 2.261 8.620 3.634
C: -1.047 5.292 3.816
C: -1.284 3.935 3.180
C: 6.239 -10.939 -1.226
C: -1.292 8.741 0.987
C: 2.083 -9.699 -3.121
C: -0.595 6.366 -2.759
C: 0.068 8.627 1.667
C: 0.218 9.561 2.862
C: -1.039 -3.424 -0.391
C: -4.334 5.171 0.215
C: -3.366 -6.340 0.203
C: -2.191 3.012 3.947
C: 1.454 -8.937 -1.961
C: -1.666 5.488 0.673
C: -1.453 7.797 -0.207
C: 0.333 6.024 -0.408
C: -1.675 -8.010 0.466
C: -4.926 3.902 0.878
C: -1.442 3.190 -0.206
C: -0.735 1.845 -0.216
C: 3.085 4.660 0.339
C: 1.753 3.881 0.198
B: -3.190 5.790 1.081
H: 2.828 8.872 4.530
H: -0.271 9.139 3.746
H: 2.885 5.700 0.610
H: 4.041 -8.060 -2.306
H: -1.681 -2.564 -0.185
H: 0.196 1.913 -0.775
H: 1.872 -9.159 -4.049
H: -1.266 -8.867 -0.065
H: 3.629 4.697 -0.601
H: 0.491 -6.211 -3.134
H: 1.902 -7.946 -1.817
H: -1.559 6.072 3.248
H: 1.364 5.701 -2.280
H: 0.020 5.479 3.901
H: -0.173 10.551 2.638
H: 6.504 -11.091 -0.181
H: 1.573 -10.663 -3.195
H: -5.294 3.213 0.121
H: -3.317 -6.400 1.294
H: 1.700 3.407 -0.780
H: 4.320 -8.319 -4.038
H: -4.140 3.360 1.410
H: -1.191 -5.751 -2.834
H: 0.168 7.598 2.037
H: 0.085 4.536 -2.021
H: -2.452 7.827 -0.640
H: -3.060 3.571 4.294
H: -3.683 -4.227 0.054
H: 3.294 -10.386 -0.195
H: 7.084 -11.246 -1.849
H: 3.109 -8.614 -0.075
H: 1.730 3.132 0.988
H: 6.176 -9.914 -3.434
H: -4.318 6.704 2.359
H: 3.696 4.254 1.139
H: 2.310 -9.688 1.088
H: -0.841 -7.360 0.756
H: -2.497 3.047 0.034
H: -2.528 2.214 3.290
H: 6.414 -8.255 -2.874
H: 2.982 8.260 2.895
H: -3.904 4.869 -0.745
H: -4.403 -6.516 -0.096
H: -0.094 -3.244 0.129
H: -1.485 5.312 4.812
H: -2.181 -8.365 1.368
H: -1.340 9.742 0.548
H: -2.120 8.666 1.688
H: -1.012 -5.389 0.073
H: 0.405 -8.763 -2.222
H: 0.827 5.240 1.447
H: -0.515 1.455 0.773
H: -2.985 -4.992 -1.385
H: 1.055 6.830 -0.330
H: -1.414 3.601 -1.217
H: -1.687 2.530 4.788
H: -5.100 5.908 -0.035
H: 5.375 -11.570 -1.458
H: 0.892 8.772 0.966
H: -5.728 4.128 1.575
H: -0.360 -2.487 -2.172
H: 1.581 7.804 3.897
H: -0.788 8.181 -0.978
H: -1.637 -3.641 -2.492
H: 3.702 -10.525 -2.236
H: -0.137 -6.292 -1.493

2.
ORCA calculation (ωB97M-V with the def2-TZVPD basis set) on a cluster of 9 separate species, C33H66Br16F5O4P2 in total.

The total charge is -1. The value obtained for the total energy is -43964.33330 Eh. Its HOMO-LUMO gap is 0.236 Eh.

Positions of all 126 atoms, in Å:
Br: -2.253 0.619 5.119
Br: 1.336 -5.635 3.469
Br: -3.739 -7.816 -1.891
Br: 4.379 1.937 -9.757
Br: -0.836 3.968 3.679
Br: -1.722 -7.317 1.147
Br: 4.828 5.942 4.635
Br: 0.425 0.819 -5.265
Br: 0.286 7.239 2.438
Br: -4.953 -4.086 -2.795
Br: 3.471 2.729 5.804
Br: 6.655 0.456 -7.268
Br: 0.098 0.636 7.950
Br: 4.007 -5.905 0.947
Br: 1.508 4.277 -5.975
Br: -7.850 -1.961 -3.567
P: -3.044 0.767 0.093
P: -4.188 2.551 -0.822
F: -2.154 -0.441 2.360
F: -3.123 -2.812 0.027
F: -1.189 -1.274 0.582
F: -1.442 -0.001 -3.262
F: -3.211 -2.705 2.225
O: -4.048 -0.225 -0.878
O: -1.818 0.693 -1.118
O: -4.316 0.822 1.281
O: -5.522 2.214 -1.445
C: -2.507 1.242 6.939
C: -3.388 -1.963 1.073
C: 3.058 -0.679 -0.927
C: 4.690 3.949 6.698
C: 1.759 1.369 -1.764
C: -6.294 -4.286 -4.187
C: 4.330 5.387 6.430
C: -4.237 -7.023 -0.183
C: 4.702 0.065 -9.329
C: -1.276 1.930 7.465
C: 1.219 1.567 -6.871
C: -4.158 -0.002 -3.328
C: -6.686 -2.953 -4.766
C: 4.019 -6.410 2.825
C: 2.701 -7.001 3.250
C: 4.899 -0.144 -7.851
C: -2.054 2.027 1.108
C: -2.009 -0.298 -2.039
C: -3.122 -6.195 0.391
C: -0.187 6.701 4.247
C: 2.280 2.587 -6.552
C: 3.076 0.568 -1.815
C: 0.280 5.301 4.548
C: 1.950 2.840 -1.320
C: 3.072 -2.306 2.231
C: 1.690 -2.586 1.644
C: -3.503 -0.635 -2.099
C: 3.958 -1.369 1.395
C: 0.089 3.120 0.414
C: 3.207 -0.316 0.560
C: 1.602 3.037 0.154
C: -0.509 1.919 1.149
C: -2.389 -0.772 1.048
H: 0.410 1.980 -7.464
H: -5.099 -6.396 -0.399
H: 1.287 3.451 -1.928
H: -5.828 -2.318 -4.965
H: 5.690 3.697 6.362
H: -1.494 -1.212 -1.716
H: 4.275 -5.519 3.389
H: -5.831 -4.911 -4.948
H: 1.659 0.722 -7.400
H: 4.814 -7.146 2.923
H: 1.037 0.882 -1.112
H: 4.858 -1.203 -7.609
H: -3.605 -0.230 -4.235
H: 0.304 7.420 4.901
H: -2.465 2.058 2.110
H: 1.360 -3.592 1.883
H: 4.604 -0.821 2.081
H: -2.650 -5.556 -0.348
H: -3.343 1.937 6.893
H: -0.211 1.962 2.199
H: 3.264 5.568 6.527
H: 2.316 -7.719 2.533
H: 1.682 -2.496 0.564
H: -1.263 6.808 4.333
H: -2.784 0.382 7.539
H: -3.737 -1.695 -2.176
H: -0.419 3.210 -0.547
H: 2.065 2.237 0.729
H: -2.261 3.007 0.679
H: 3.818 -0.468 -9.673
H: -0.107 0.987 0.762
H: -0.122 4.012 0.993
H: 2.946 2.262 -5.757
H: 2.987 3.104 -1.511
H: -4.185 1.080 -3.218
H: 2.858 2.815 -7.444
H: -3.367 3.278 -1.740
H: 2.054 3.974 0.486
H: 3.773 0.613 0.599
H: 0.956 -1.900 2.059
H: 3.907 1.196 -1.495
H: 2.125 -1.207 -1.115
H: 4.873 6.048 7.102
H: 2.997 -1.962 3.259
H: 3.273 0.263 -2.843
H: -5.193 -0.313 -3.445
H: 4.598 3.732 7.760
H: 5.562 -0.245 -9.913
H: -0.838 2.607 6.739
H: -7.258 -3.091 -5.681
H: -5.144 0.624 0.822
H: 4.171 0.392 -7.252
H: -7.132 -4.815 -3.746
H: -3.480 -5.583 1.215
H: -1.497 2.469 8.384
H: 0.207 5.100 5.616
H: 4.623 -1.937 0.750
H: 1.297 5.121 4.217
H: -4.424 -1.654 1.046
H: 3.888 -1.323 -1.215
H: -4.532 -7.839 0.468
H: 2.239 -0.090 1.000
H: 1.333 1.376 -2.763
H: 3.595 -3.263 2.292
H: 2.796 -7.477 4.224
H: -4.473 3.488 0.206

3.
ORCA calculation (ωB97M-V with the def2-TZVPD basis set) on a cluster of 10 separate species, C33H66Cl18NS2 in total.

The total charge is +1. The value obtained for the total energy is -10431.31278 Eh. Its HOMO-LUMO gap is 0.287 Eh. For the energy relative to the best compared isomer or geometry (same formula, charge and spin), the calculation gives 0.00 kJ/mol.

Positions of all 120 atoms, in Å:
Cl: -1.366 6.208 -4.564
Cl: 5.308 -0.429 3.286
Cl: -2.468 4.383 -7.220
Cl: -6.242 -2.268 -1.341
Cl: 4.000 7.384 7.385
Cl: 0.167 -8.166 2.035
Cl: -7.671 4.624 1.195
Cl: 0.681 6.985 6.831
Cl: 2.013 -0.840 2.607
Cl: -4.694 0.773 -1.698
Cl: -3.419 4.544 -0.684
Cl: 3.555 2.468 6.607
Cl: -2.855 4.341 2.648
Cl: 6.484 3.617 5.406
Cl: 4.263 -2.237 -6.284
Cl: 1.739 -5.465 3.381
Cl: -8.539 2.194 -1.022
Cl: 4.453 0.972 -5.142
S: -2.536 -0.075 -4.567
S: -0.501 -0.035 -1.342
N: -1.309 1.040 -2.345
C: -5.912 0.037 -2.786
C: -7.786 3.767 -1.405
C: 1.047 -8.108 3.586
C: 1.435 7.871 8.184
C: -6.836 4.203 -0.322
C: -1.960 3.766 -5.631
C: -3.661 5.846 0.519
C: 3.996 0.715 3.671
C: -6.935 -0.785 -2.053
C: -1.799 -0.955 -0.503
C: -3.022 -4.595 -0.932
C: 0.905 -6.771 4.266
C: 5.403 0.246 -6.468
C: -0.938 -5.922 -0.180
C: 3.584 -1.698 -2.565
C: 3.343 -1.500 -1.078
C: -2.316 4.706 -4.507
C: -2.639 5.783 1.623
C: 3.738 -0.091 -0.623
C: 5.177 4.602 6.119
C: 0.556 -5.551 -0.266
C: 2.094 -3.844 -2.494
C: -1.542 -2.457 -0.671
C: 3.309 -3.108 -3.106
C: -1.754 -5.343 -1.363
C: 4.473 3.870 7.230
C: -2.825 -3.190 -0.304
C: -1.829 0.540 -3.353
C: 2.710 8.557 7.770
C: 2.463 -5.194 -1.892
C: 2.715 0.007 4.020
C: 1.245 -6.054 -1.541
C: 4.610 -0.772 -7.243
H: -3.734 -4.537 -1.754
H: -0.030 0.808 -0.405
H: -8.583 4.486 -1.573
H: 4.489 4.869 5.322
H: -6.302 5.092 -0.651
H: 0.626 -8.884 4.222
H: 3.161 -3.035 -4.180
H: 1.062 -6.009 0.580
H: 5.181 -1.092 -8.113
H: 4.809 0.010 -0.472
H: 3.042 -0.952 -3.152
H: 1.976 0.730 4.360
H: -7.706 -1.098 -2.755
H: -1.108 -4.738 -1.994
H: 4.314 1.307 4.527
H: 2.275 -1.603 -0.862
H: -0.140 -6.489 4.364
H: -3.648 -2.561 -0.649
H: -0.738 -2.742 0.004
H: -2.101 4.229 -3.551
H: -3.369 4.973 -4.537
H: 3.853 -2.259 -0.485
H: 5.636 5.509 6.502
H: 3.760 4.533 7.714
H: 3.099 -5.053 -1.015
H: 0.574 -6.055 -2.400
H: -6.113 3.424 -0.101
H: 5.172 3.500 7.974
H: 5.693 1.058 -7.132
H: 3.061 -5.714 -2.642
H: 3.470 0.605 -1.425
H: 6.298 -0.192 -6.035
H: -2.743 -0.650 -0.954
H: 3.075 9.178 8.586
H: -2.068 -6.170 -2.001
H: -7.230 3.640 -2.333
H: 1.563 -3.218 -1.781
H: 1.577 -7.080 -1.381
H: -1.339 -5.612 0.786
H: 4.640 -1.485 -2.748
H: -2.929 -3.244 0.777
H: -0.888 3.586 -5.671
H: -2.746 6.655 2.265
H: 2.562 9.181 6.893
H: -0.999 -7.009 -0.202
H: 2.088 -8.347 3.385
H: -3.503 -5.208 -0.170
H: -5.375 -0.561 -3.518
H: 1.385 -4.057 -3.300
H: -1.627 5.760 1.226
H: -7.397 -0.220 -1.252
H: 0.716 8.615 8.522
H: 3.867 1.371 2.814
H: 1.610 7.161 8.988
H: 3.661 -0.362 -7.578
H: -1.837 -0.671 0.547
H: 3.164 0.215 0.245
H: 4.193 -3.728 -2.964
H: -1.248 -2.651 -1.699
H: 1.351 -6.820 5.258
H: -3.575 6.792 -0.011
H: -4.671 5.752 0.913
H: 0.652 -4.467 -0.215
H: -2.470 2.814 -5.486
H: -6.410 0.858 -3.298
H: 2.865 -0.734 4.800

4.
ORCA calculation (ωB97M-V with the def2-TZVPD basis set) on a cluster of 12 separate species, C33H66N2O10S in total.

The value obtained for the total energy is -2556.89249 Eh. Its HOMO-LUMO gap is 0.344 Eh. For the energy relative to the best compared isomer or geometry (same formula, charge and spin), the calculation gives 456.75 kJ/mol.

Positions of all 112 atoms, in Å:
S: 33.117 -0.834 10.943
O: 24.795 -5.436 12.550
O: 29.103 8.325 22.265
O: 19.332 6.110 11.757
O: 25.139 10.758 7.574
O: 22.774 13.269 19.566
O: 32.124 -1.327 9.897
O: 33.091 8.299 11.230
O: 22.091 5.410 23.056
O: 30.166 13.801 14.608
O: 35.678 1.721 18.250
N: 26.805 5.488 15.559
N: 28.933 -1.695 21.531
C: 22.882 10.876 19.595
C: 20.024 3.927 12.385
C: 26.141 11.420 9.651
C: 29.083 14.191 15.114
C: 28.231 -2.202 22.301
C: 35.869 0.911 19.144
C: 28.579 15.602 14.883
C: 34.836 8.691 12.858
C: 28.929 6.030 21.666
C: 27.357 -2.771 23.274
C: 26.254 -3.545 13.043
C: 27.736 4.807 15.656
C: 33.568 0.862 10.337
C: 25.705 8.962 9.114
C: 21.963 4.196 22.869
C: 36.375 1.257 20.567
C: 25.066 -3.749 10.846
C: 28.096 13.293 15.880
C: 25.604 10.417 8.663
C: 34.820 -1.450 10.505
C: 35.111 9.109 10.387
C: 19.263 5.697 14.089
C: 22.888 12.230 20.235
C: 25.332 -4.360 12.149
C: 29.708 7.345 21.782
C: 28.985 3.971 15.750
C: 35.709 -0.579 18.831
C: 34.253 8.657 11.489
C: 22.026 3.229 24.010
C: 19.488 5.259 12.645
C: 22.988 12.182 21.721
C: 21.862 3.599 21.460
C: 31.139 7.442 21.323
H: 31.149 7.445 20.233
H: 23.572 10.264 20.178
H: 36.069 -0.731 17.814
H: 35.970 8.445 10.295
H: 25.967 12.445 9.325
H: 29.262 16.333 15.316
H: 20.823 3.739 21.163
H: 23.872 11.623 22.028
H: 32.781 1.614 10.278
H: 26.391 -3.938 14.051
H: 21.866 10.486 19.657
H: 20.884 3.558 12.945
H: 26.527 8.431 8.633
H: 35.507 9.520 13.084
H: 28.293 5.925 22.545
H: 22.492 4.237 20.841
H: 34.090 0.792 9.383
H: 28.756 2.961 15.409
H: 29.614 5.190 21.549
H: 21.994 2.199 23.655
H: 35.565 -0.896 11.076
H: 28.040 13.662 16.904
H: 19.397 6.768 14.240
H: 27.226 11.329 9.710
H: 27.573 15.783 15.261
H: 27.679 -2.714 24.314
H: 34.333 1.181 11.045
H: 24.317 -4.293 10.271
H: 23.118 13.203 22.079
H: 31.657 6.537 21.640
H: 27.039 -3.783 23.023
H: 24.730 -2.720 10.975
H: 36.256 2.330 20.720
H: 27.107 13.358 15.428
H: 21.374 3.589 24.806
H: 34.674 -0.907 18.927
H: 33.949 8.640 13.489
H: 37.400 0.963 20.792
H: 28.380 12.242 15.829
H: 22.194 11.621 22.214
H: 27.262 -3.556 12.628
H: 28.502 15.974 13.862
H: 18.202 5.527 14.276
H: 34.957 -1.268 9.439
H: 35.458 7.822 13.076
H: 35.458 10.134 10.523
H: 23.297 10.902 18.587
H: 20.235 3.876 11.317
H: 23.043 3.173 24.398
H: 26.002 -3.794 10.289
H: 25.691 8.972 10.204
H: 19.248 3.184 12.568
H: 24.802 8.440 8.798
H: 35.006 -2.484 10.794
H: 36.310 -1.153 19.537
H: 26.424 -2.209 23.239
H: 34.542 9.046 9.459
H: 25.681 11.159 10.604
H: 29.458 3.829 16.721
H: 25.878 -2.522 13.038
H: 29.751 4.398 15.101
H: 35.754 0.807 21.342
H: 28.289 6.135 20.790
H: 19.931 5.193 14.787
H: 22.313 2.607 21.503
H: 31.636 8.289 21.795